(1)
Formula: C4H5N3
Source: the Open Molecules 2025 dataset
Level of theory: ωB97M-V/def2-TZVPD

XYZ file:
```
12
Properties=species:S:1:pos:R:3:nbo_charge:R:1
C 1.42446 -1.96216 -0.47634 0.41
C -0.35790 0.15674 1.47792 -0.36
C -0.88133 1.34056 1.13771 -0.41
C 0.18952 -0.42558 -1.73192 0.77
N 2.21408 -2.47286 0.14142 -0.35
N -0.22151 0.54792 -2.32677 -0.67
N 0.46005 -1.45261 -1.13734 -0.58
H 0.15903 -0.10555 2.33412 0.19
H -0.30504 -0.61282 0.76267 0.18
H -0.98846 2.15601 1.90630 0.21
H -0.37389 1.46521 -2.23663 0.42
H -1.31901 1.36514 0.14887 0.19
```

Output
**Orbital gap**: 11.07 eV
**LUMO**: 0.618 eV
**Relative energy (zero: lowest compared OMol25 entry of this formula, charge and spin)**: 349.7 kJ/mol
**SMILES**: N#CN=C=N.C=C
**E_tot**: -319.579021 Ha


(2)
Formula: C4H5N3
Source: the Open Molecules 2025 dataset
Level of theory: ωB97M-V/def2-TZVPD

XYZ file:
```
12
Properties=species:S:1:pos:R:3:nbo_charge:R:1
C 1.61544 -1.66135 0.17193 -0.34
C 1.32395 -0.57099 -0.50548 -0.26
C 0.18899 0.16973 -0.13866 0.25
C -1.77711 0.61516 0.49948 0.19
H 1.02000 -1.81142 1.14855 0.22
H 2.36461 -2.41830 -0.19607 0.21
H 1.88710 -0.26181 -1.39293 0.23
H -2.72220 0.57690 0.92237 0.20
H -1.68350 2.61877 -0.33334 0.42
N -0.88451 -0.31379 0.55374 -0.48
N -1.29609 1.67118 -0.14800 -0.36
N -0.03667 1.38591 -0.58158 -0.27
```

Output
**Orbital gap**: 9.99 eV
**LUMO**: 0.931 eV
**Relative energy (zero: lowest compared OMol25 entry of this formula, charge and spin)**: 157.3 kJ/mol
**SMILES**: C=Cc1nc[nH]n1
**E_tot**: -319.652278 Ha


(3)
Formula: C4H5N3
Source: the Open Molecules 2025 dataset
Level of theory: ωB97M-V/def2-TZVPD

XYZ file:
```
12
Properties=species:S:1:pos:R:3:nbo_charge:R:1
N -1.47248 0.10951 -0.22575 -0.82
C -0.16639 -0.00938 0.42062 -0.03
C 0.24223 1.50310 0.55608 0.09
N 0.93704 1.54577 -0.53098 -0.35
C 1.06336 -0.00869 -0.39229 0.03
N 0.82175 -1.50715 -0.74081 -0.34
C 0.12739 -1.55507 0.34556 0.09
H -1.48441 0.85641 -0.91601 0.37
H -1.75949 -0.74911 -0.68503 0.37
H -0.09269 2.35523 1.14675 0.21
H 1.99683 -0.08545 0.16455 0.17
H -0.21315 -2.45517 0.85729 0.21
```

Output
**Orbital gap**: 9.86 eV
**LUMO**: 0.599 eV
**Relative energy (zero: lowest compared OMol25 entry of this formula, charge and spin)**: 727.1 kJ/mol
**E_tot**: -319.435262 Ha


(4)
Formula: C4H5N3
Source: the Open Molecules 2025 dataset
Level of theory: ωB97M-V/def2-TZVPD

XYZ file:
```
12
Properties=species:S:1:pos:R:3:nbo_charge:R:1
N -1.97914 0.55640 2.27729 -0.75
C -3.02188 0.87126 2.71237 0.25
C -0.34993 -0.32744 -0.61197 0.15
C 0.68909 -0.32853 -1.68623 -0.36
N 1.92018 -0.04350 -0.97406 -0.38
C 1.56627 0.08493 0.24558 0.21
N 0.17784 -0.07601 0.53187 -0.50
H -1.41699 -0.49775 -0.73129 0.22
H 0.75699 -1.28816 -2.21309 0.25
H 0.49568 0.44134 -2.44436 0.26
H 2.25285 0.30562 1.05654 0.20
H -1.09097 0.30184 1.83736 0.46
```

Output
**Orbital gap**: 10.89 eV
**LUMO**: -0.058 eV
**Relative energy (zero: lowest compared OMol25 entry of this formula, charge and spin)**: 228.9 kJ/mol
**E_tot**: -319.625038 Ha


(5)
Formula: C4H5N3
Source: the Open Molecules 2025 dataset
Level of theory: ωB97M-V/def2-TZVPD

XYZ file:
```
12
Properties=species:S:1:pos:R:3:nbo_charge:R:1
C 1.82912 -0.69548 -0.27630 0.23
C -1.00269 1.06218 -0.11544 -0.05
C -2.05882 0.01016 0.17015 -0.13
C -3.14626 -0.67068 0.02112 -0.19
H 3.66270 -0.30939 -0.00475 0.31
H 2.10536 -1.69789 -0.65615 0.17
H -0.15694 -1.26800 0.30624 0.42
H -1.28776 2.21590 -0.12360 0.23
H -3.80504 -1.52352 0.32164 0.26
N 2.78152 0.14832 0.40809 -0.65
N 0.58689 -0.44613 -0.06759 -0.49
N 0.31068 0.91864 -0.14629 -0.13
```

Output
**Orbital gap**: 8.18 eV
**LUMO**: -0.269 eV
**Relative energy (zero: lowest compared OMol25 entry of this formula, charge and spin)**: 677.1 kJ/mol
**SMILES**: [H]/N=C/N/N=C\C#C
**E_tot**: -319.454313 Ha


(6)
Formula: C4H5N3
Source: the Open Molecules 2025 dataset
Level of theory: ωB97M-V/def2-TZVPD

XYZ file:
```
12
Properties=species:S:1:pos:R:3:nbo_charge:R:1
N -1.79193 -0.27148 2.19975 -0.30
C -0.99079 -0.60050 1.43021 0.26
C -0.13101 -0.76240 0.24648 -0.18
C -0.74810 0.06021 -0.93580 -0.24
N 0.21326 1.11856 -1.23015 -0.44
C 1.20715 0.95155 -0.45641 0.25
N 1.19752 -0.14664 0.40014 -0.62
H 0.00040 -1.81690 -0.01633 0.24
H -0.90359 -0.60386 -1.79180 0.21
H -1.72403 0.49420 -0.68671 0.22
H 2.08960 1.58621 -0.48928 0.20
H 1.58153 -0.00896 1.32990 0.40
```

Output
**Orbital gap**: 10.33 eV
**LUMO**: 0.740 eV
**Relative energy (zero: lowest compared OMol25 entry of this formula, charge and spin)**: 131.9 kJ/mol
**SMILES**: N#C[C@H]1CN=CN1
**E_tot**: -319.661971 Ha